DFT (wB97M-V/def2-TZVPD) results for 5 unconnected molecules or ions with the total composition C2H14N2O4.

ΔE to the lowest compared entry with this formula, charge and spin = 0.299 eV
M = 130.1 g/mol
strongest force on any atom = 0.8 eV/A
energy = -495.0709 Eh
LUMO energy = 0.6 eV
structure (SMILES) = C/N=C\N.O.O.O.O

```
22
Properties=species:S:1:pos:R:3:nbo_charge:R:1
C -1.9664 -0.6822 0.8077 -0.4638
N -0.1200 -2.3139 -0.5366 -0.8689
C -0.5819 -1.0945 -1.0521 0.2751
N -1.4295 -0.3267 -0.5111 -0.5079
H -3.0019 -0.3609 0.8495 0.2041
H -1.4088 -0.0908 1.5323 0.2342
H -1.8793 -1.7252 1.0868 0.1688
H -0.8344 -2.9407 -0.1994 0.3873
H 0.4968 -2.7880 -1.1555 0.3851
H -0.0865 -0.7980 -1.9699 0.1965
H 1.9485 -0.1248 -0.3163 0.4853
H 1.4743 -1.3126 0.5770 0.4844
O 2.0568 -0.5428 0.5431 -0.9895
H 1.2993 0.8932 2.3390 0.4880
H 0.3015 1.6784 1.5165 0.4716
O 0.4661 1.3671 2.4160 -0.9677
H 2.3876 1.2418 -2.0824 0.4711
H 1.1048 1.6456 -1.3735 0.5062
O 1.4676 0.9708 -1.9791 -0.9753
H -0.4656 3.1164 0.2157 0.4835
H -0.9956 1.7947 -0.3279 0.5115
O -0.2333 2.3932 -0.3794 -0.9795
```